No. 1
41
Properties=species:S:1:pos:R:3:forces:R:3 method="wB97M-V/def2-TZVPD" max_force_ev_per_a=1.51 e_homo_ev="-8.02 / -8.02" relative_energy_kj_mol=1316.0 lumo_ev="-1.37 / -1.37" energy_ev=-129286.663 homo_lumo_gap_ev="6.654 / 6.652"
Pd 0.621988 -0.850483 0.894828 0.39 0.62 -0.44
C -0.323983 1.968584 -4.062095 0.03 -0.01 0.00
C -1.452554 1.790408 -3.054627 0.09 0.11 0.05
S -1.023725 1.079907 -1.447018 -0.10 -0.15 -0.19
C 0.234411 2.203477 -0.799019 -0.02 -0.03 0.01
C 1.687967 1.906780 -1.156002 -0.03 -0.02 -0.05
S 2.287227 0.204207 -1.031131 0.04 -0.14 0.06
C 1.690025 -0.639266 -2.529923 -0.03 0.00 0.02
C 1.863340 0.111401 -3.855056 0.03 -0.02 -0.01
S 0.341324 0.444096 -4.781697 0.00 -0.02 0.00
H 0.497595 2.553951 -3.650015 -0.01 0.02 -0.01
H -0.708915 2.539221 -4.909787 0.00 -0.02 -0.01
H -2.193699 1.097315 -3.455383 -0.03 0.03 0.00
H -1.951119 2.750255 -2.897695 0.02 0.01 0.02
H 0.108641 2.156386 0.282614 0.03 -0.03 0.00
H -0.009733 3.220545 -1.116193 -0.03 0.01 0.05
H 2.336582 2.449242 -0.464873 -0.01 0.02 -0.01
H 1.933503 2.265279 -2.154306 0.02 0.00 0.01
H 0.648335 -0.914156 -2.399084 0.00 0.00 0.00
H 2.285624 -1.553383 -2.534350 -0.02 -0.01 0.01
H 2.437501 -0.508319 -4.544430 0.01 0.01 0.01
H 2.430086 1.035832 -3.747214 -0.01 0.00 0.01
C -4.411604 -1.201213 2.235738 -0.45 0.14 -0.02
S -0.758547 -3.232630 -0.576105 0.01 0.08 0.17
O -0.950485 -4.495824 -1.567209 -0.01 0.03 -0.14
O 0.632528 -3.019525 -0.273288 0.08 0.07 -0.10
O -1.047326 -3.115615 -2.161446 -0.06 -0.08 -0.05
H -3.053482 -2.922851 4.066191 0.22 -0.03 0.26
H -4.606890 -1.639649 3.235421 0.07 -0.02 0.00
H -0.797524 -0.408223 0.656561 0.04 0.02 0.15
Cl -2.773757 -1.417541 1.990222 -0.41 -0.26 -0.37
C -0.681355 -0.779570 3.413153 1.18 0.70 0.62
C 0.201629 -0.044191 2.645548 -0.41 -1.30 -0.17
C 1.178829 0.443134 3.521954 0.00 0.33 0.09
Cl 2.476993 1.382084 2.830421 0.01 0.00 -0.01
C 1.192087 0.191438 4.921926 -0.06 0.03 -0.03
Cl 2.400542 0.923137 5.911721 0.02 -0.07 -0.03
C 0.250334 -0.671922 5.508691 0.14 0.21 -0.05
Cl 0.309003 -1.124733 7.176313 0.00 0.02 -0.07
C -0.674542 -1.114051 4.603103 -0.29 0.08 0.25
Cl -2.626863 -3.063523 5.273536 -0.46 -0.35 -0.01

---

No. 2
140
Properties=species:S:1:pos:R:3:forces:R:3 method="wB97M-V/def2-TZVPD" max_force_ev_per_a=3.45 charge=+1 e_homo_ev=-11.75 relative_energy_kj_mol=71.3 lumo_ev=-3.83 energy_ev=-1194868.230 homo_lumo_gap_ev=7.919
N 3.055054 1.963287 8.472052 -1.51 0.57 -1.77
C 2.381472 1.410684 7.296308 0.22 -1.33 0.45
O 2.274106 0.188244 7.151531 -0.15 2.97 0.01
C 1.772398 2.489798 6.267753 -0.37 -0.06 0.72
C 0.541757 1.897574 5.456103 -0.53 0.15 1.47
N 0.561716 2.172574 3.985359 0.79 -1.40 -0.89
C 1.621268 1.437027 3.287754 -0.34 0.70 0.25
N 1.595972 0.116091 3.342633 0.69 0.94 -0.90
N 2.586094 2.195915 2.546242 -1.72 -1.26 2.71
C 3.961625 2.107230 3.120908 2.01 0.73 -0.66
O 4.509190 0.773807 3.119544 -0.91 2.06 -1.15
N 4.413534 0.219060 4.367473 1.52 -1.62 1.34
O 5.188960 -0.668543 4.452111 -1.29 0.86 0.15
H 3.119310 2.980895 8.323046 0.11 -0.53 0.33
H 2.475406 1.831499 9.313471 0.56 -0.39 -0.41
H 1.380441 3.337986 6.932011 0.55 -1.06 -1.05
H 2.566125 2.958479 5.609945 -0.82 -0.71 0.74
H -0.394615 2.421493 5.862574 1.61 -0.88 -1.10
H 0.378207 0.790369 5.677215 0.57 1.37 -0.17
H -0.317051 1.744818 3.631765 0.54 0.50 0.18
H 2.082893 -0.437006 2.627659 0.20 0.36 0.59
H 1.041586 -0.427967 4.038817 0.33 1.04 -0.98
H 2.304918 3.186420 2.653192 -0.04 -0.67 -0.37
H 4.065638 2.593618 4.146990 -0.38 -0.96 -1.12
H 4.638231 2.721653 2.431453 -1.01 -0.99 0.86
C -1.860866 4.940369 8.079141 -0.22 0.32 0.19
Cl -0.399772 5.909023 7.793722 -0.15 -0.18 0.01
Cl -1.602364 3.289386 7.469347 -0.34 0.28 0.43
Cl -2.201801 4.879907 9.818299 0.09 -0.03 -0.35
Cl -3.234229 5.673967 7.229720 0.27 -0.19 0.12
C 7.814362 3.145670 3.023871 0.41 -0.17 0.07
Cl 9.508257 3.594352 2.746803 -0.38 -0.05 0.04
Cl 7.482873 3.134275 4.768531 0.09 -0.11 -0.31
Cl 6.752050 4.329116 2.230486 0.15 -0.02 0.18
Cl 7.509740 1.529447 2.352768 0.16 0.49 0.19
C 6.125830 -0.963553 -0.729000 0.22 -0.12 -0.18
Cl 7.092175 -0.113243 -1.957552 -0.32 -0.26 0.43
Cl 5.402829 0.205478 0.397889 -0.06 -0.38 -0.39
Cl 4.836765 -1.881013 -1.537133 0.32 0.23 0.31
Cl 7.171398 -2.075842 0.173799 -0.13 0.47 0.00
C -1.947833 -2.277855 4.184677 -0.68 -0.19 -0.38
Cl -2.836854 -0.997106 3.340106 0.84 -0.21 0.53
Cl -2.907501 -2.853436 5.558570 0.32 0.18 -0.24
Cl -1.639973 -3.623818 3.071234 0.02 0.27 0.21
Cl -0.395398 -1.634983 4.775206 -0.30 -0.56 0.71
C 3.324115 -2.973966 -4.995456 0.12 0.11 -0.09
Cl 2.761820 -3.310429 -3.341681 -0.03 0.02 -0.28
Cl 4.533752 -1.675715 -4.953213 -0.18 -0.21 -0.11
Cl 4.059222 -4.438282 -5.680046 -0.18 0.26 1.16
Cl 1.951203 -2.458766 -6.008740 0.43 0.21 0.18
C 4.817469 -4.407867 -10.096373 0.04 0.03 -0.13
Cl 6.526685 -3.987724 -10.332488 -0.23 -0.06 0.05
Cl 4.437412 -4.390219 -8.359796 0.19 0.07 -1.16
Cl 3.795001 -3.223110 -10.936466 0.53 -0.18 0.44
Cl 4.511765 -6.028347 -10.752214 0.09 0.25 0.12
C 9.434548 2.098118 -4.477393 0.24 0.09 -0.14
Cl 10.517217 1.056857 -3.531231 -0.18 0.16 -0.08
Cl 9.279055 3.684701 -3.681933 0.57 -0.62 -0.14
Cl 10.117283 2.345544 -6.096395 -0.13 -0.09 0.23
Cl 7.852892 1.297835 -4.621899 0.26 0.32 -0.09
C -6.473351 1.275073 4.317160 -0.29 0.03 0.10
Cl -7.281907 0.936733 2.772617 -0.19 0.12 0.63
Cl -7.692338 1.486852 5.588891 0.21 0.00 -0.19
Cl -5.406829 -0.082269 4.736281 -0.46 0.32 0.04
Cl -5.509657 2.759350 4.168966 0.08 -0.32 0.13
C -7.495009 6.274541 2.908867 -0.13 0.02 -0.02
Cl -7.549903 4.596923 2.332013 -0.13 0.34 -0.05
Cl -5.832747 6.681788 3.389070 -0.13 -0.07 -0.05
Cl -8.019572 7.364895 1.610681 0.11 -0.17 0.23
Cl -8.574436 6.451831 4.306686 0.30 -0.05 -0.50
C -8.606474 0.778726 9.674255 -0.07 -0.03 0.06
Cl -8.763367 0.576172 11.430302 0.03 0.03 -0.29
Cl -8.171807 -0.776046 8.934742 -0.05 0.22 0.08
Cl -10.149701 1.342646 9.002105 0.25 -0.08 0.06
Cl -7.339402 1.973274 9.326427 -0.14 -0.14 0.04
C 7.880392 -6.108225 -0.272496 -0.08 -0.02 -0.01
Cl 6.730701 -5.030556 -1.088364 -0.01 -0.40 0.14
Cl 7.099562 -6.839179 1.144430 0.13 0.10 -0.22
Cl 8.393296 -7.387412 -1.394899 -0.19 -0.19 0.67
Cl 9.299879 -5.177005 0.248463 -0.20 -0.11 -0.07
C -12.220759 6.580724 6.638142 -0.18 0.02 -0.03
Cl -12.665758 8.195510 6.051437 0.10 -0.26 0.09
Cl -12.915743 5.347906 5.567584 0.12 0.18 0.16
Cl -10.451754 6.420381 6.648692 -0.34 0.01 0.31
Cl -12.845099 6.356153 8.284276 0.13 0.02 -0.26
C 5.475391 6.087877 7.190442 0.13 0.35 0.16
Cl 4.707714 7.580427 6.611159 0.11 -0.31 0.08
Cl 4.977419 4.728084 6.158357 -0.13 0.10 0.14
Cl 7.238406 6.262942 7.122524 -0.36 -0.09 -0.02
Cl 4.974710 5.774720 8.863762 0.04 -0.01 -0.27
C 9.073275 -4.459788 -4.878040 0.12 0.03 0.00
Cl 9.623070 -2.821863 -4.463025 -0.10 -0.15 -0.05
Cl 9.052779 -5.466786 -3.414667 0.20 0.44 -0.90
Cl 7.436616 -4.377148 -5.561127 0.24 0.02 0.13
Cl 10.178239 -5.170727 -6.071907 -0.18 0.12 0.18
C 0.577938 -6.859991 -5.117989 -0.10 -0.02 -0.09
Cl 0.881877 -5.132905 -5.400586 -0.50 -0.75 -0.01
Cl -1.038900 -7.271368 -5.724264 0.36 0.03 0.06
Cl 1.798274 -7.825995 -5.972329 -0.16 0.19 0.14
Cl 0.665310 -7.200748 -3.376813 -0.01 0.05 -0.21
C 2.667207 0.068203 -13.342458 0.09 0.04 -0.17
Cl 1.549942 1.161761 -14.182556 0.16 -0.18 0.16
Cl 1.847660 -0.648678 -11.936647 0.06 0.15 -0.15
Cl 3.181771 -1.217816 -14.451248 -0.05 0.26 0.19
Cl 4.088407 0.979473 -12.794410 -0.23 -0.15 -0.05
C -4.734978 -7.310875 -4.021220 0.02 0.02 -0.04
Cl -5.483830 -7.718387 -5.577759 0.14 0.05 0.26
Cl -5.986756 -7.217970 -2.765793 0.25 -0.19 -0.03
Cl -3.543735 -8.554248 -3.590508 -0.25 0.14 0.00
Cl -3.919156 -5.739306 -4.150449 -0.13 -0.19 0.04
C -7.406487 -3.883117 -5.823597 0.03 -0.12 0.00
Cl -5.866119 -3.033023 -5.581861 -0.41 -0.15 -0.12
Cl -8.731915 -2.709489 -5.961142 0.20 -0.18 0.03
Cl -7.315739 -4.848985 -7.310053 -0.04 0.16 0.22
Cl -7.701127 -4.952166 -4.436688 -0.01 0.27 -0.31
C 5.308170 3.779705 -2.329715 -0.01 0.08 -0.21
Cl 6.270740 3.363075 -0.903150 -0.11 0.04 -0.17
Cl 4.117727 5.026389 -1.893961 0.10 -0.17 0.00
Cl 6.385224 4.404845 -3.585383 -0.82 0.06 0.20
Cl 4.460860 2.338313 -2.929132 0.11 0.18 0.11
C -14.443046 1.672461 4.663802 -0.06 -0.04 0.01
Cl -12.682537 1.800518 4.463407 -0.22 -0.01 0.02
Cl -14.846144 1.715497 6.392102 0.08 0.01 -0.26
Cl -15.234968 3.030834 3.837269 0.15 -0.19 0.13
Cl -15.007913 0.143213 3.961923 0.09 0.24 0.11
C -5.108544 -0.944290 -0.111042 -0.05 -0.10 -0.20
Cl -5.113059 0.688387 0.592428 0.40 -0.30 -0.41
Cl -6.648247 -1.750981 0.247932 0.25 0.15 -0.03
Cl -4.894908 -0.828322 -1.868538 -0.14 0.02 0.53
Cl -3.776099 -1.887885 0.587648 -0.33 -0.02 -0.55
C -5.321175 0.963171 -5.753950 -0.15 0.11 -0.14
Cl -4.453703 -0.272828 -4.816964 0.15 0.34 -0.32
Cl -5.299736 2.499778 -4.864831 0.02 -0.25 -0.10
Cl -4.526957 1.176908 -7.326319 -0.11 -0.06 0.28
Cl -6.999310 0.447488 -6.003528 0.31 0.09 0.07
C 1.543342 -5.478182 -13.552473 -0.05 0.03 0.00
Cl 3.097414 -5.735552 -14.371596 -0.21 0.06 0.13
Cl 1.479066 -3.822690 -12.914456 -0.40 -0.45 -0.39
Cl 0.217766 -5.718101 -14.708972 0.20 0.03 0.16
Cl 1.377190 -6.636421 -12.217005 -0.05 0.15 -0.21

---

No. 3
17
Properties=species:S:1:pos:R:3:forces:R:3 method="wB97M-V/def2-TZVPD" max_force_ev_per_a=1.78 spin_multiplicity=2 charge=-1 e_homo_ev="0.61 / -6.23" s2=0.750 relative_energy_kj_mol=50.0 lumo_ev="3.67 / 3.69" energy_ev=-11357.782 homo_lumo_gap_ev="3.060 / 9.915"
O -2.288443 -0.440127 0.326076 -0.29 0.63 -0.16
C -1.234629 0.169049 0.314564 1.52 0.30 0.59
N -0.039714 -0.428795 0.073399 -0.45 -0.71 -0.78
C 0.012933 -1.845070 -0.207200 -0.81 -1.57 0.19
N 1.033228 -2.331075 -1.125415 0.46 0.82 0.26
H -1.026845 1.245439 0.565624 -0.87 -0.51 -0.23
H 0.856106 0.008050 0.271967 -0.17 0.43 0.16
H 0.248665 -2.339394 0.733189 -0.38 -0.16 0.34
H -0.985389 -2.208799 -0.560344 0.79 0.57 0.59
H 1.714764 -1.572611 -1.206519 0.19 -0.45 -0.49
H 0.671609 -2.584613 -2.030723 -0.07 0.46 -0.23
H 1.003146 1.742078 -2.841176 0.33 -0.21 0.04
H 0.971683 0.848322 -1.552029 0.33 -0.05 -0.33
O 0.564621 1.605073 -1.996320 -0.62 0.48 0.08
H -0.139283 3.434492 3.058924 0.09 -0.51 -0.08
H -0.500674 1.904385 3.121227 0.38 0.10 -0.09
O -0.861777 2.793596 3.054756 -0.45 0.39 0.12

---

No. 4
45
Properties=species:S:1:pos:R:3:forces:R:3 method="wB97M-V/def2-TZVPD" max_force_ev_per_a=1.86 spin_multiplicity=2 e_homo_ev="-5.91 / -6.29" s2=0.856 lumo_ev="-0.93 / -0.80" energy_ev=-88196.291 homo_lumo_gap_ev="4.971 / 5.492"
V -0.500282 0.054727 0.508391 -1.19 0.96 -0.62
Cl 0.652238 4.311293 -5.182573 -0.06 -0.11 0.11
C 0.127527 3.152774 -3.979049 0.18 0.18 -0.14
C -1.191484 2.697055 -4.003668 -0.12 -0.26 0.23
C -1.591401 1.771655 -3.062376 -0.33 0.17 -0.72
C -0.712686 1.292131 -2.099217 0.08 -1.02 1.37
O -1.133124 0.371475 -1.217395 0.18 0.94 -0.94
C 0.604117 1.801567 -2.030791 0.08 0.21 -0.27
C 1.523408 1.531887 -0.985388 -0.34 -0.80 1.64
N 1.233349 0.820941 0.135210 0.38 1.14 -1.38
C 2.128522 0.813652 1.217646 0.30 -0.06 0.42
C 3.411112 1.299675 1.235488 0.01 -0.07 0.14
C 4.189596 1.251154 2.417303 0.15 0.14 -0.24
C 3.711655 0.721276 3.575486 -0.21 -0.09 0.02
C 2.395765 0.193478 3.596679 0.10 0.01 0.00
C 1.807053 -0.391886 4.740067 0.15 0.00 0.21
C 0.540239 -0.884921 4.682806 -0.13 -0.03 -0.07
C -0.167432 -0.792160 3.468914 0.06 0.08 0.03
N 0.343556 -0.250201 2.389215 0.63 -0.08 0.42
C 1.621234 0.240790 2.430392 -0.09 0.03 -0.32
C 1.003879 2.727239 -3.022263 0.09 0.02 0.00
H -1.881191 3.067903 -4.748896 0.01 0.00 0.01
H -2.604478 1.389922 -3.061274 0.02 0.01 0.03
H 2.474634 2.042691 -1.031876 0.06 0.01 -0.07
H 3.839810 1.735089 0.345448 0.07 0.02 0.03
H 5.193364 1.657640 2.391285 -0.03 -0.01 -0.03
H 4.313612 0.697030 4.475205 -0.02 -0.01 -0.02
H 2.377461 -0.440140 5.660689 0.00 0.01 -0.03
H 0.066465 -1.334164 5.544097 0.00 0.01 -0.01
H -1.187059 -1.151779 3.391538 -0.01 -0.01 0.01
H 2.009689 3.127830 -2.998441 -0.01 0.00 -0.01
S -1.777109 1.848168 1.640873 0.05 0.62 -0.13
C -0.872716 3.163665 1.040773 -0.15 -0.53 0.30
N -0.244363 4.052273 0.645051 -0.01 -0.07 -0.03
I -3.031712 -1.675953 0.543951 0.01 -0.03 0.03
C -1.245858 -2.687333 0.176883 0.01 -0.51 0.08
C -1.206689 -4.061751 -0.002787 -0.09 0.21 -0.02
C 0.032577 -4.647854 -0.183739 -0.05 -0.31 -0.06
C 1.174033 -3.867249 -0.160012 0.18 0.23 0.02
C 1.040097 -2.507759 0.047950 -0.05 -0.09 -0.19
N -0.157431 -1.926822 0.201779 0.09 -0.93 0.15
H -2.119507 -4.638315 -0.006777 0.01 -0.01 0.01
H 0.104760 -5.717392 -0.341320 -0.01 0.04 0.01
H 2.158301 -4.295504 -0.289221 -0.04 -0.01 -0.01
H 1.887944 -1.836980 0.082381 0.04 -0.02 0.03